Molecular formula: C4H4ClN3
Method: DFT, wB97M-V/def2-TZVPD

Geometry (Å):
C 1.35 -0.22 0.04
C -0.08 0.07 -0.01
N -0.85 -0.28 -1.07
C -1.92 0.46 -0.88
N -1.88 1.20 0.28
N -0.70 0.85 0.87
C -3.17 0.75 -0.34
Cl -4.19 -0.65 0.31
H 1.82 0.64 0.38
H 1.61 -1.02 0.85
H 1.65 -0.47 -0.94
H -3.83 1.68 -0.44

Output
* net charge: 0
* HOMO level: -0.3743 Ha
* SMILES string: Cc1nc2n(n1)[C@@H]2Cl
* DFT total energy: -21201.5110 eV
* HOMO-LUMO gap: 10.8 eV
* F_max: 3.562 eV Å⁻¹
* energy above the lowest of the compared OMol25 structures with the same formula, charge and spin: 4.6044 eV
* E_LUMO: 0.5730 eV

Molecular formula: C2H2Br6
Method: DFT, wB97M-V/def2-TZVPD

Geometry (Å):
C -0.53 -0.16 2.66
Br -1.05 -1.88 3.58
Br 1.36 0.32 3.02
Br -1.76 1.19 3.51
H -0.62 -0.29 1.58
C 0.68 0.04 -2.88
Br 1.41 1.90 -3.20
Br -0.40 -0.56 -4.45
Br -0.53 0.12 -1.30
H 1.44 -0.66 -2.52

Output
* net charge: +1
* HOMO level (alpha / beta): -0.4696 / -0.4696 Ha
* spin multiplicity: 2
* DFT total energy: -422349.6044 eV
* HOMO-LUMO gap (alpha / beta): 6.9 / 2.5 eV
* F_max: 2.168 eV Å⁻¹
* energy above the lowest of the compared OMol25 structures with the same formula, charge and spin: 0.3975 eV
* expectation value of S²: 0.759
* E_LUMO (alpha / beta): -5.8374 / -10.3066 eV